Here is a 23-piece molecular cluster, C92H161N23 overall from OMol25. Energies are from ωB97M-V with the def2-TZVPD basis set.

Last column: Löwdin charge in e.
Cartesian coordinates (Å):
C1 -2.4170 6.0217 -1.8474  -0.090
C2 -1.1780 5.2301 -1.4036  -0.227
C3 -1.5012 3.7222 -1.0247  -0.157
C4 -2.4541 3.6002 0.1234  -0.194
N1 -3.1195 3.5448 1.0616  0.192
H1 -2.1135 7.0516 -2.1965  0.095
H2 -3.0174 6.2190 -0.9686  0.053
H3 -2.9861 5.5405 -2.6201  0.050
H4 -0.6588 5.6716 -0.5625  0.082
H5 -0.4941 5.0460 -2.2501  0.081
H6 -0.5914 3.1336 -0.7799  0.084
H7 -2.1421 3.3110 -1.8545  0.066
C5 1.8183 -7.0497 5.2912  -0.088
C6 0.6534 -6.5781 4.4306  -0.275
C7 0.2829 -5.1492 4.6827  -0.197
C8 1.1281 -4.1382 4.0047  -0.205
N2 1.6547 -3.3436 3.3994  0.189
H8 2.0518 -8.0726 4.9983  0.076
H9 1.4589 -7.0715 6.2925  0.059
H10 2.7390 -6.4112 5.1933  0.089
H11 -0.1528 -7.2058 4.6614  0.098
H12 0.8978 -6.7010 3.3871  0.056
H13 0.3275 -4.9489 5.7567  0.113
H14 -0.7362 -5.0378 4.3557  0.073
C9 -3.5878 -3.7107 4.0412  -0.113
C10 -3.9641 -3.0481 2.7038  -0.269
C11 -2.7445 -2.8515 1.8204  -0.205
C12 -1.9371 -4.1092 1.7796  -0.186
N3 -1.1830 -4.9454 1.9297  0.207
H15 -2.5398 -3.3815 4.3105  0.049
H16 -3.4990 -4.8030 3.8204  0.073
H17 -4.3089 -3.5513 4.8673  0.079
H18 -4.4007 -2.1145 3.0388  0.088
H19 -4.7273 -3.5571 2.1029  0.098
H20 -2.1050 -2.0551 2.2087  0.095
H21 -3.1496 -2.6683 0.7831  0.059
C13 -4.7366 1.6786 3.9231  -0.104
C14 -5.7792 1.0992 2.9188  -0.221
C15 -5.2570 1.0136 1.4267  -0.158
C16 -3.9093 0.4849 1.3828  -0.244
N4 -2.8200 0.1965 1.2750  0.216
H22 -4.4234 2.7235 3.7030  0.066
H23 -3.7824 1.0765 3.8928  0.062
H24 -5.1343 1.6876 4.9450  0.072
H25 -6.6554 1.7586 2.8894  0.068
H26 -6.1406 0.1571 3.2477  0.078
H27 -5.2367 1.9817 0.9004  0.095
H28 -5.9552 0.4459 0.6757  0.126
C17 2.7455 -6.0256 1.4603  -0.094
C18 3.2739 -6.7582 0.2180  -0.243
C19 4.7150 -7.2104 0.2543  -0.186
C20 4.8828 -8.0734 1.4028  -0.246
N5 5.1188 -8.7728 2.2751  0.150
H29 3.2538 -5.0472 1.5435  0.059
H30 2.8994 -6.6163 2.3112  0.044
H31 1.6799 -5.9269 1.3171  0.048
H32 3.2400 -5.9708 -0.5820  0.102
H33 2.6460 -7.6085 -0.0448  0.101
H34 5.3452 -6.4014 0.3254  0.076
H35 5.0856 -7.7365 -0.6326  0.133
C21 7.9087 1.2925 0.1785  -0.095
C22 7.8057 2.3355 1.2567  -0.254
C23 6.3834 2.6363 1.7649  -0.191
C24 5.5541 1.6236 2.3973  -0.205
N6 4.8776 0.8251 2.8921  0.181
H36 7.4761 0.3256 0.4341  0.062
H37 8.9595 1.1277 -0.0278  0.074
H38 7.4730 1.5857 -0.7767  0.059
H39 8.1282 3.3200 0.9846  0.102
H40 8.4382 2.0690 2.1203  0.118
H41 5.7680 3.0959 0.8653  0.158
H42 6.4896 3.5017 2.4526  0.102
C25 5.0887 -3.9580 3.3011  -0.102
C26 4.8712 -2.5406 2.7956  -0.277
C27 5.6825 -2.1064 1.5515  -0.194
C28 5.3479 -2.8829 0.3603  -0.239
N7 5.1672 -3.3984 -0.6451  0.167
H43 4.3448 -4.2859 4.0691  0.076
H44 6.1256 -4.0279 3.6694  0.083
H45 4.9279 -4.6783 2.5053  0.032
H46 5.0786 -1.8360 3.5918  0.085
H47 3.8083 -2.3478 2.5370  0.062
H48 6.8190 -2.1562 1.6582  0.142
H49 5.4910 -1.0431 1.3226  0.073
C29 2.5892 -3.7140 -3.1815  -0.074
C30 1.1839 -3.3187 -2.6467  -0.241
C31 0.7788 -4.0381 -1.3726  -0.190
C32 0.2660 -5.4183 -1.4933  -0.200
N8 0.1467 -6.5640 -1.5424  0.179
H50 2.7668 -4.7957 -3.1233  0.076
H51 3.2315 -3.1557 -2.4288  0.060
H52 2.7752 -3.3874 -4.1768  0.041
H53 0.3894 -3.4845 -3.3527  0.089
H54 1.1806 -2.2462 -2.3764  0.080
H55 -0.0453 -3.4728 -0.7892  0.120
H56 1.6198 -4.0268 -0.7038  0.089
C33 5.2283 6.0567 5.9150  -0.122
C34 5.5922 4.6753 5.3911  -0.239
C35 4.2909 3.8272 4.9802  -0.136
C36 3.8215 4.4692 3.7160  -0.204
N9 3.4992 4.9439 2.7004  0.182
H57 4.5908 5.9806 6.8271  0.088
H58 4.6460 6.6343 5.2248  0.049
H59 6.1444 6.7165 6.0999  0.101
H60 6.0821 4.2076 6.2157  0.093
H61 6.2518 4.7200 4.5264  0.091
H62 3.4514 4.0804 5.6436  0.111
H63 4.5552 2.7606 4.9177  0.101
C37 -8.6533 -1.4594 0.5537  -0.080
C38 -8.8631 -0.2403 -0.3875  -0.269
C39 -8.5254 -0.5416 -1.7936  -0.219
C40 -8.0637 0.6598 -2.5189  -0.218
N10 -7.8253 1.6568 -3.0564  0.161
H64 -7.6666 -1.4531 1.0497  0.064
H65 -8.7333 -2.3809 -0.1010  0.088
H66 -9.4233 -1.6379 1.2986  0.062
H67 -8.2219 0.6215 -0.1477  0.100
H68 -9.8712 0.1328 -0.3317  0.108
H69 -9.3314 -1.0551 -2.3933  0.146
H70 -7.6601 -1.2069 -1.8194  0.107
C41 -5.9272 5.5204 -0.7692  -0.105
C42 -6.1367 6.4595 0.4121  -0.252
C43 -5.6923 5.9496 1.8009  -0.190
C44 -6.5777 4.9980 2.4800  -0.201
N11 -7.1872 4.2076 3.0529  0.150
H71 -5.0887 4.9473 -0.6303  -0.004
H72 -5.7573 6.0458 -1.7151  0.082
H73 -6.7711 4.8372 -0.8161  0.078
H74 -7.1210 6.9981 0.3803  0.124
H75 -5.4608 7.3243 0.3250  0.098
H76 -5.7407 6.8815 2.4097  0.127
H77 -4.6726 5.6291 1.7346  0.065
C45 -1.6753 -0.5384 9.6907  -0.121
C46 -0.6725 0.0910 8.7639  -0.270
C47 0.1484 -0.9679 8.0092  -0.196
C48 -0.6751 -1.7399 7.0903  -0.203
N12 -1.1873 -2.3789 6.2797  0.174
H78 -2.2626 0.2755 10.2793  0.108
H79 -1.1326 -1.0705 10.4418  0.059
H80 -2.3826 -1.2274 9.2393  0.069
H81 -0.0158 0.7657 9.3320  0.114
H82 -1.1299 0.6909 7.9846  0.099
H83 0.5070 -1.7031 8.6630  0.096
H84 1.0813 -0.6025 7.6039  0.088
C49 0.6847 -0.3730 -5.8909  -0.134
C50 -0.1191 -0.0616 -7.1260  -0.264
C51 -0.8173 -1.2822 -7.7535  -0.157
C52 -1.8093 -1.8448 -6.7852  -0.212
N13 -2.4580 -2.0986 -5.8962  0.163
H85 1.1520 0.5835 -5.4405  0.075
H86 1.4594 -1.0579 -6.1479  0.059
H87 0.1206 -0.7998 -5.0746  0.047
H88 0.5220 0.3020 -7.9492  0.092
H89 -0.8751 0.7334 -6.8292  0.123
H90 -0.0356 -2.0190 -7.9068  0.119
H91 -1.4356 -0.9855 -8.5661  0.102
C53 -1.1888 2.2656 3.5403  -0.105
C54 -0.2225 1.1325 3.4672  -0.254
C55 1.1471 1.4336 4.0790  -0.193
C56 1.3282 1.5333 5.5173  -0.225
N14 1.6203 1.6179 6.6133  0.153
H92 -2.0928 2.0329 2.9670  0.011
H93 -0.7645 3.1648 3.0412  0.059
H94 -1.5273 2.3641 4.5898  0.092
H95 0.1164 0.9784 2.4275  0.073
H96 -0.5054 0.1898 3.9185  0.109
H97 1.5740 2.3233 3.6644  0.079
H98 1.9556 0.6695 3.8416  0.134
C57 4.0199 0.6080 -5.4558  -0.097
C58 3.6827 -0.2008 -4.1547  -0.219
C59 4.8339 -0.0481 -3.1105  -0.176
C60 5.1507 1.3448 -2.7816  -0.220
N15 5.3064 2.4957 -2.6327  0.145
H99 4.1850 1.6387 -5.2029  0.071
H100 3.2873 0.3467 -6.1492  0.017
H101 4.9089 0.2068 -5.8331  0.061
H102 3.5119 -1.2776 -4.4173  0.099
H103 2.6695 0.0964 -3.7813  0.069
H104 5.7683 -0.5679 -3.4203  0.132
H105 4.5027 -0.5377 -2.1703  0.095
C61 -0.0239 -9.7184 0.9808  -0.091
C62 -0.3689 -8.2413 1.0898  -0.290
C63 -1.8495 -8.0830 1.3531  -0.191
C64 -2.5232 -8.7744 0.2922  -0.294
N16 -3.1154 -9.2593 -0.5409  0.156
H106 -0.2856 -10.1651 1.9520  0.081
H107 1.0237 -9.8864 0.6047  0.090
H108 -0.6919 -10.2109 0.2756  0.056
H109 -0.0831 -7.6726 0.2179  0.039
H110 0.1883 -7.7580 1.8935  0.071
H111 -2.1885 -7.0498 1.3361  0.078
H112 -2.1687 -8.6420 2.2783  0.143
C65 -1.6752 6.7899 2.7760  -0.095
C66 -0.3526 6.1031 2.7814  -0.262
C67 0.8510 7.0454 3.0613  -0.141
C68 1.0365 7.8418 1.7930  -0.213
N17 1.0796 8.3870 0.7730  0.135
H113 -1.6484 7.5916 2.0475  0.071
H114 -1.8768 7.3973 3.6438  0.077
H115 -2.5827 6.2795 2.5910  0.039
H116 -0.0627 5.4499 1.8636  0.102
H117 -0.3310 5.2484 3.4089  0.069
H118 1.7875 6.5398 3.2002  0.060
H119 0.6151 7.6988 3.8251  0.085
C69 -3.0395 -0.6704 -2.1202  -0.115
C70 -4.4418 -0.6127 -2.7728  -0.255
C71 -4.6176 0.5193 -3.7630  -0.194
C72 -4.4648 1.8635 -3.1869  -0.184
N18 -4.1796 2.8339 -2.6082  0.182
H120 -2.2478 -1.1059 -2.7221  0.053
H121 -3.1024 -1.2214 -1.1509  0.041
H122 -2.8115 0.3490 -1.8236  0.047
H123 -4.9845 -0.3487 -1.8491  0.091
H124 -4.7638 -1.5975 -3.1789  0.112
H125 -5.6355 0.4825 -4.1072  0.079
H126 -3.9325 0.3833 -4.6490  0.131
C73 0.1440 3.4202 -5.0265  -0.106
C74 -1.2649 3.9490 -5.0570  -0.278
C75 -1.4534 5.2591 -5.7844  -0.165
C76 -0.8258 5.1853 -7.1641  -0.207
N19 -0.3490 5.1506 -8.2162  0.138
H127 0.3493 2.9883 -6.0363  0.072
H128 0.2169 2.6435 -4.3319  0.026
H129 0.9124 4.1612 -4.7102  0.089
H130 -1.6005 3.9977 -4.0081  0.079
H131 -1.9035 3.1703 -5.4903  0.113
H132 -0.8879 6.0396 -5.2896  0.109
H133 -2.5111 5.5800 -5.8420  0.126
C77 2.2285 -1.1376 0.3707  -0.094
C78 0.7362 -0.9125 0.4799  -0.235
C79 0.2870 0.4633 -0.0593  -0.197
C80 0.2891 0.4414 -1.5254  -0.196
N20 0.5728 0.3420 -2.6481  0.187
H134 2.6469 -1.0232 -0.6350  0.057
H135 2.5176 -2.1866 0.6641  0.066
H136 2.7646 -0.4679 1.0446  0.067
H137 0.4959 -1.0249 1.5435  0.094
H138 0.0529 -1.6280 0.0196  0.084
H139 0.8352 1.3514 0.2447  0.062
H140 -0.7331 0.7544 0.3063  0.082
C81 3.3786 6.3349 -2.4567  -0.098
C82 2.2966 5.5494 -1.6964  -0.266
C83 2.9812 4.7631 -0.6148  -0.182
C84 2.0871 4.0678 0.4075  -0.189
N21 1.3619 3.4393 1.0428  0.173
H141 4.0622 5.6827 -3.0068  0.068
H142 4.1029 6.8331 -1.7730  0.081
H143 2.9673 7.1206 -3.1160  0.080
H144 1.8638 4.8519 -2.3751  0.079
H145 1.5510 6.2302 -1.2872  0.092
H146 3.5053 5.5166 -0.0054  0.100
H147 3.6805 3.9833 -0.9654  0.098
C85 -2.3981 -4.7267 -3.7225  -0.091
C86 -3.7899 -5.4151 -3.5154  -0.230
C87 -4.1911 -5.5386 -2.0641  -0.198
C88 -4.3209 -4.2761 -1.3748  -0.177
N22 -4.5546 -3.3666 -0.6942  0.180
H148 -2.3836 -3.7774 -3.2415  0.037
H149 -2.1687 -4.6399 -4.7963  0.064
H150 -1.6392 -5.3334 -3.2406  0.038
H151 -3.8277 -6.4566 -3.9036  0.122
H152 -4.5703 -4.8774 -4.0197  0.097
H153 -3.4823 -6.1734 -1.4755  0.128
H154 -5.1138 -6.0964 -1.9927  0.121
C89 2.7597 2.8995 -8.0900  -0.104
C90 4.1980 2.5243 -8.3797  -0.239
C91 4.3491 1.6496 -9.6086  -0.199
C92 3.5790 0.4396 -9.5004  -0.221
N23 3.0607 -0.5245 -9.1349  0.162
H155 2.1238 3.3687 -8.8482  0.081
H156 2.7088 3.5904 -7.2710  0.062
H157 2.2465 2.0288 -7.7276  0.037
H158 4.5784 1.9341 -7.5733  0.071
H159 4.8535 3.4205 -8.5102  0.130
H160 5.3721 1.4370 -9.7675  0.107
H161 4.0219 2.1667 -10.4979  0.119

Output
Net charge ... 0
Total energy ... -132280.5732 eV
HOMO level ... -10.8 eV
Kohn-Sham gap ... 11.113 eV